[1]
Formula: C2H8NO2
Source: OMol25
Level of theory: ωB97M-V/def2-TZVPD

```
13
Properties=species:S:1:pos:R:3:forces:R:3:lowdin_spin:R:1
O -1.5495 -0.2694 -0.3785 -1.0 -4.8 -5.5 0.355
C -1.3554 0.5227 0.5006 1.4 4.1 4.7 0.441
C -0.0106 1.2496 0.5587 -0.9 0.3 0.6 0.100
N 0.8451 0.7568 -0.5754 1.4 -0.3 0.5 -0.002
H -2.0815 0.7644 1.2911 0.2 0.1 0.1 0.043
H -0.1550 2.3406 0.4700 0.5 0.0 -0.2 0.030
H 0.5048 1.0655 1.5058 0.5 0.0 -0.1 0.024
H 1.7307 1.3232 -0.6600 -1.4 -0.7 -0.1 0.003
H 1.1238 -0.2766 -0.3957 -0.7 1.3 -0.3 0.000
H 0.2841 0.7708 -1.4338 0.0 -0.1 0.2 0.000
H 2.0645 -2.4444 -0.1389 0.7 -0.3 -0.1 0.000
H 0.5505 -2.4568 0.0264 0.4 1.0 0.0 0.002
O 1.3318 -1.8580 0.0044 -1.0 -0.7 0.2 0.003
```
Forces are in eV/Å.

Relative energy (zero: lowest compared OMol25 entry of this formula, charge and spin) in kcal per mole: 26.98
E_HOMO (spin up / spin down) in hartree: -0.1165 / -0.2715
2S+1: 2
Energy in a.u.: -286.10500
Frontier orbital gap (spin up / spin down) in eV: 3.37 / 7.54


[2]
Formula: C6H8NO
Source: OMol25
Level of theory: ωB97M-V/def2-TZVPD

```
16
Properties=species:S:1:pos:R:3:forces:R:3:mulliken_charge:R:1
C 0.5279 1.0983 -0.3314 3.5 -0.9 1.0 -0.129
C 2.3116 -0.5080 -0.2572 2.4 -0.8 0.8 -0.170
C 1.8496 0.9043 0.1776 -1.2 0.2 -1.5 -0.210
C 0.0179 -0.2308 -0.1064 -1.9 1.7 1.7 -0.033
C -1.5160 -0.1008 0.5144 4.3 -0.8 4.2 -0.093
C -2.7106 -0.6482 -0.0787 -0.3 -1.3 0.0 -0.388
N 1.2726 -0.4891 0.6444 -0.1 0.0 2.7 -0.287
O -2.3339 0.7005 -0.1327 -0.6 3.0 -2.1 -0.373
H -2.6318 -1.2154 -1.0346 -0.5 0.4 1.0 0.267
H 0.1063 2.0250 -0.2886 -1.8 2.3 -0.2 0.448
H 2.0666 -0.8345 -1.2090 -0.3 -0.3 -2.1 0.256
H 3.4044 -0.8152 0.0113 -2.3 0.9 0.3 0.285
H 2.5491 1.6162 0.6075 -0.2 -0.3 0.2 0.376
H 0.0001 -0.8673 -0.8751 -0.4 -2.5 -3.3 0.455
H -1.4436 0.0810 1.6586 -0.1 -0.5 -1.9 0.323
H -3.4701 -0.7159 0.7000 -0.4 -1.0 -0.8 0.274
```
Forces are in eV/Å.

Charge: +1
Relative energy (zero: lowest compared OMol25 entry of this formula, charge and spin) in kcal per mole: 105.00
E_HOMO (spin up / spin down) in hartree: -0.5468 / -0.5468
Energy in a.u.: -362.92996
Frontier orbital gap (spin up / spin down) in eV: 8.68 / 8.68


[3]
Formula: C22H29N3O5S
Source: OMol25
Level of theory: ωB97M-V/def2-TZVPD

```
60
Properties=species:S:1:pos:R:3:forces:R:3:mulliken_charge:R:1
C -7.7040 -1.9884 -0.4921 -0.1 -0.2 0.0 -0.938
O -7.1981 -0.6795 -0.4274 0.3 0.3 0.0 -0.428
C -5.8451 -0.5090 -0.4670 -0.1 0.1 0.0 0.948
C -4.9119 -1.5237 -0.5660 -0.3 0.1 0.0 -0.745
C -3.5490 -1.2516 -0.5895 0.3 0.2 0.0 -1.270
C -3.1056 0.0569 -0.5306 -0.9 -0.2 -0.1 -0.473
N -1.7512 0.4204 -0.5676 0.7 0.4 0.7 0.144
C -0.7323 -0.4816 -1.0495 0.4 0.1 0.1 -1.154
C -0.1491 -1.2951 0.1081 -0.1 -0.5 -0.3 0.839
O -0.8455 -1.5465 1.0804 -0.1 0.0 0.0 -0.729
N 1.1148 -1.7440 0.0027 0.1 -0.3 0.0 0.005
C 2.0758 -1.3734 -1.0120 0.2 0.4 -0.2 -1.368
C 2.9278 -0.2138 -0.4941 0.0 -0.2 -0.3 -0.199
N 3.6193 -0.6452 0.7116 0.0 0.1 0.1 0.064
C 4.5388 0.3780 1.1835 0.0 -0.1 0.1 -1.051
C 5.6826 0.5572 0.2224 0.1 0.1 0.0 0.450
C 6.3532 -0.5590 -0.2643 0.0 0.0 0.0 -0.154
C 7.4110 -0.4150 -1.1425 0.0 -0.1 0.0 -0.597
C 7.8163 0.8486 -1.5409 0.1 0.1 -0.1 -0.381
C 7.1546 1.9646 -1.0599 0.1 0.1 -0.1 -0.601
C 6.0907 1.8189 -0.1856 -0.1 -0.1 0.1 -0.381
C 2.6483 -1.0156 1.7281 -0.1 -0.3 0.0 -0.509
C 1.7909 -2.1724 1.2140 -0.1 0.0 0.5 -1.090
S -1.2158 1.4668 0.6367 -0.3 0.5 0.4 0.903
C -1.9843 0.9359 2.1826 0.3 0.0 -0.8 -0.855
O -1.6883 2.7890 0.3441 -0.3 0.0 0.0 -0.701
O 0.2105 1.3042 0.7147 0.1 -0.3 0.0 -0.525
C -4.0381 1.0941 -0.4396 -0.3 0.0 -0.1 -0.288
C -5.3932 0.8295 -0.3977 -0.1 -0.1 0.1 1.042
O -6.3622 1.7772 -0.2949 0.0 -0.5 0.0 -0.454
C -5.9693 3.1284 -0.2576 0.1 0.2 0.0 -0.876
H -7.4270 -2.4832 -1.4293 0.0 0.0 0.0 0.364
H -8.7871 -1.8864 -0.4468 0.1 -0.1 0.0 0.231
H -7.3629 -2.5964 0.3526 0.0 0.0 0.0 0.362
H -5.2284 -2.5530 -0.6160 -0.1 -0.1 0.0 0.370
H -2.8520 -2.0720 -0.6286 0.1 -0.1 0.0 0.407
H 0.0351 0.1474 -1.5006 0.0 -0.3 -0.1 0.526
H -1.1621 -1.1370 -1.8103 0.0 0.1 0.0 0.504
H 1.5867 -1.1198 -1.9500 0.0 0.0 0.0 0.491
H 2.7209 -2.2417 -1.1815 -0.1 0.1 -0.1 0.416
H 3.6738 0.0659 -1.2410 -0.1 0.0 0.0 0.603
H 2.2725 0.6501 -0.2907 0.1 0.0 -0.1 0.091
H 4.9385 0.0422 2.1469 -0.1 0.1 0.0 0.403
H 4.0251 1.3409 1.3466 0.1 0.0 0.0 0.325
H 6.0273 -1.5390 0.0495 0.0 -0.1 0.0 0.390
H 7.9245 -1.2891 -1.5163 0.0 -0.1 0.0 0.384
H 8.6447 0.9622 -2.2246 0.1 0.0 -0.1 0.378
H 7.4647 2.9523 -1.3685 0.0 0.1 0.0 0.376
H 5.5734 2.6932 0.1832 -0.1 0.1 0.0 0.356
H 3.1835 -1.3269 2.6282 0.0 0.0 0.0 0.506
H 1.9827 -0.1712 1.9760 0.1 -0.1 0.1 0.259
H 1.0371 -2.4502 1.9505 0.1 0.0 -0.1 0.483
H 2.4195 -3.0350 0.9792 0.0 0.0 0.0 0.361
H -1.5538 1.5434 2.9678 0.1 0.2 0.0 0.439
H -1.7498 -0.1127 2.3150 0.0 -0.1 0.0 0.319
H -3.0499 1.0999 2.1007 -0.2 0.1 0.0 0.308
H -3.6622 2.1016 -0.4009 -0.1 0.1 -0.1 0.795
H -5.3326 3.3426 0.6067 0.0 0.0 0.0 0.349
H -6.8939 3.6979 -0.1773 0.1 0.0 0.0 0.232
H -5.4401 3.4185 -1.1704 0.0 0.0 0.0 0.344
```
Forces are in eV/Å.

Relative energy (zero: lowest compared OMol25 entry of this formula, charge and spin) in kcal per mole: 60.67
E_HOMO in hartree: -0.2877
Energy in a.u.: -1794.35260
Frontier orbital gap in eV: 8.57